{"formula": "C15H37N2O6S6", "method": "ωB97M-V/def2-TZVPD", "symbols": ["C", "S", "O", "O", "C", "C", "C", "C", "C", "N", "N", "C", "S", "H", "H", "H", "H", "H", "H", "H", "H", "H", "H", "H", "H", "H", "C", "S", "O", "C", "H", "H", "H", "H", "H", "H", "C", "S", "O", "C", "H", "H", "H", "H", "H", "H", "C", "S", "O", "C", "H", "H", "H", "H", "H", "H", "C", "S", "O", "C", "H", "H", "H", "H", "H", "H"], "xyz": [[3.47419, 1.59432, 1.22311], [2.53468, 0.57655, 2.35066], [2.80430, -0.80675, 2.03532], [2.90712, 0.87826, 3.70603], [0.73129, 0.79497, 2.09981], [0.23101, -0.23929, 1.08572], [-1.20531, 0.00270, 0.52511], [-1.82183, 1.41951, 0.74990], [-1.17170, 2.22128, 1.87094], [0.30949, 2.13974, 1.62378], [1.04771, 3.24006, 2.22817], [1.28579, 4.14069, 1.40921], [1.76777, 5.11262, 0.31766], [2.88762, 2.12351, 0.47318], [4.13923, 0.90868, 0.69294], [4.10999, 2.25152, 1.81326], [0.27956, 0.56423, 3.06368], [0.20332, -1.19186, 1.61358], [0.96229, -0.35779, 0.28410], [-1.13364, -0.12488, -0.55436], [-1.91018, -0.74212, 0.88890], [-1.78062, 1.98746, -0.18589], [-2.88258, 1.34803, 0.99090], [-1.41952, 1.81998, 2.85213], [-1.49826, 3.26103, 1.87836], [0.40133, 2.17590, 0.60044], [-1.92049, 4.87624, -2.02589], [-3.45757, 4.54791, -1.14500], [-4.02243, 3.29072, -1.69776], [-4.38285, 5.91378, -1.85088], [-1.20334, 4.10124, -1.75697], [-2.09907, 4.84954, -3.10061], [-1.53314, 5.85156, -1.72923], [-4.40472, 5.81676, -2.93602], [-3.91819, 6.85608, -1.56046], [-5.39608, 5.87061, -1.45762], [4.24107, -1.14554, -2.90688], [5.27930, -0.67212, -1.51946], [5.11328, 0.80139, -1.32378], [6.84770, -0.92714, -2.35192], [3.20068, -1.02140, -2.61154], [4.45906, -0.50704, -3.76293], [4.42533, -2.19037, -3.15516], [6.89527, -0.30217, -3.24347], [6.94643, -1.97917, -2.61772], [7.64364, -0.64831, -1.66479], [-5.15630, -2.46130, 0.66838], [-4.09336, -2.80454, 2.07731], [-2.82150, -3.36353, 1.53948], [-5.05291, -4.18372, 2.71009], [-4.71423, -1.64470, 0.10053], [-5.22705, -3.34793, 0.03879], [-6.14375, -2.16571, 1.02280], [-5.13052, -4.95541, 1.94457], [-6.04314, -3.83311, 3.00044], [-4.53709, -4.58117, 3.58155], [0.47238, -5.67292, -1.13601], [0.21436, -3.95610, -0.67625], [-0.04194, -3.19219, -1.93056], [1.92257, -3.63830, -0.19970], [-0.47121, -6.06645, -1.50747], [1.22982, -5.73403, -1.91766], [0.78365, -6.23854, -0.25809], [2.58244, -3.83961, -1.04472], [2.18657, -4.27147, 0.64698], [2.01061, -2.59326, 0.09288]], "forces_ev_per_angstrom": [[0.1, -0.2, -0.1], [2.1, -1.6, 1.3], [-0.8, 0.3, -1.0], [-0.9, 1.2, -0.2], [0.3, -0.9, -0.6], [-0.6, -0.2, 0.0], [0.0, 0.7, -0.2], [0.1, -0.2, 0.0], [-1.0, 0.1, -0.3], [-0.3, 0.4, 0.8], [-0.5, 0.0, -0.2], [0.6, -0.3, -0.2], [-0.3, 0.1, 0.3], [0.0, 0.0, 0.1], [-0.2, 0.0, -0.1], [-0.4, 0.2, 0.1], [0.2, 0.6, 0.2], [0.3, 0.0, -0.1], [-0.1, 0.1, -0.1], [-0.2, -0.3, 0.1], [0.3, -0.2, 0.1], [0.0, 0.1, 0.1], [0.0, -0.1, -0.1], [0.4, -0.1, 0.1], [0.3, 0.1, -0.2], [0.3, -0.1, 0.1], [0.0, 0.1, -0.1], [0.0, 0.1, 0.1], [0.1, -0.1, 0.0], [0.0, 0.1, -0.1], [0.0, 0.0, 0.0], [0.0, 0.0, 0.0], [0.0, 0.0, 0.0], [0.0, -0.1, 0.0], [0.0, 0.0, 0.0], [0.0, -0.1, 0.0], [0.0, 0.1, -0.1], [0.0, -0.2, 0.0], [-0.1, 0.0, 0.0], [0.1, 0.1, -0.1], [0.0, 0.0, 0.0], [0.0, 0.0, 0.0], [0.0, 0.0, 0.0], [0.0, 0.0, 0.0], [0.0, 0.0, 0.0], [0.0, 0.0, 0.0], [-0.1, 0.0, -0.1], [-0.1, 0.0, 0.0], [0.1, 0.1, 0.0], [-0.1, -0.1, 0.0], [0.0, 0.0, 0.0], [0.0, 0.0, 0.0], [0.0, 0.0, 0.0], [0.0, 0.0, 0.0], [0.0, 0.0, 0.0], [0.0, 0.0, 0.0], [0.0, -0.1, -0.1], [0.0, 0.0, 0.2], [0.2, 0.1, 0.0], [0.1, 0.0, -0.1], [0.0, 0.1, 0.0], [0.0, 0.1, 0.0], [0.0, 0.0, 0.0], [0.0, 0.0, 0.0], [0.0, 0.0, 0.0], [0.0, 0.0, 0.1]], "max_force_ev_per_a": 3.0, "e_lumo_ev": -4.6, "homo_energy_ev": -10.691, "total_charge": 1}